# 1
# C6H15BrN

2 unconnected molecules or ions with the total composition C6H15BrN (ωB97M-V/def2-TZVPD, OMol25).

Last column: Mulliken charge in e.
Positions of all 23 atoms, in Å:
C 0.0801 -2.2184 0.7594  -1.571
C 0.3740 -1.2287 -1.5102  -1.941
C 1.8249 -0.4089 0.4159  -1.610
C -1.7406 2.6395 0.0919  -0.733
C -1.0900 0.3091 0.5435  -0.842
C 0.5111 -1.0190 -0.0115  1.376
N -0.7949 1.5152 -0.2041  -0.052
Br -2.7204 -0.5344 0.0237  -0.010
H 0.3988 -2.0071 1.8391  0.348
H -0.9048 -2.5379 0.5421  0.451
H 0.5300 -3.1544 0.4986  0.449
H 1.1193 -2.1279 -1.7776  0.373
H 0.6732 -0.4158 -2.0159  0.572
H -0.5676 -1.3949 -1.7565  0.553
H 2.3042 -0.0279 -0.5437  0.312
H 1.5724 0.2869 1.2398  0.396
H 2.3547 -1.2003 0.7371  0.561
H -1.1074 3.6017 -0.1258  0.353
H -2.7376 2.4372 -0.4120  0.321
H -1.9122 2.6968 1.2625  0.292
H -0.8367 0.5051 1.5164  0.724
H 0.1683 1.6981 -0.1079  0.382
H -0.7867 1.4222 -1.1520  0.296

Output
total charge: +1
HOMO: -13.13 eV
HOMO-LUMO gap: 9.97 eV



# 2
# CH3FN2

CH3FN2 in the gas phase (ωB97M-V/def2-TZVPD, OMol25).

Last column: Mulliken charge in e.
Positions of all 7 atoms, in Å:
C -0.5651 0.6202 -0.6719  -0.453
N 0.3441 -0.1260 -0.0363  0.265
N 0.0901 -0.2783 1.2205  -0.467
F 0.9963 -1.1921 1.8330  -0.220
H -1.3842 0.7465 0.0057  0.312
H -0.6558 0.7577 -1.7689  0.268
H 1.1746 -0.5280 -0.5822  0.296

Output
HOMO (alpha / beta): -7.94 / -8.10 eV
HOMO-LUMO gap (alpha / beta): 8.69 / 8.80 eV



# 3
# C7H11BrN

A gas-phase ion, C7H11BrN (charge +1) (ωB97M-V/def2-TZVPD, OMol25).

Last column: Mulliken charge in e.
Positions of all 20 atoms, in Å:
C -0.0129 1.9307 -0.5544  -0.318
C -1.4299 1.7236 -0.3687  -0.043
C 0.9093 1.0280 -0.2274  -0.642
C -1.9038 0.5043 -0.1238  -0.381
C -0.6941 -0.8188 -0.1227  -0.163
C -0.5430 -1.3130 -1.5377  -1.306
C 0.4900 -0.0608 1.8908  -0.860
N 0.5525 -0.2396 0.4221  0.072
Br -3.6540 -0.0563 0.1308  -0.015
H 0.3001 2.8686 -0.9853  0.474
H -2.0916 2.5723 -0.4499  0.517
H 1.9668 1.1866 -0.3598  0.490
H -1.0841 -1.5776 0.5517  0.537
H -1.4831 -1.7416 -1.8724  0.400
H 0.2196 -2.0886 -1.6001  0.391
H -0.2755 -0.5054 -2.2177  0.349
H -0.3600 0.5734 2.1389  0.395
H 0.3766 -1.0250 2.3842  0.368
H 1.4005 0.4140 2.2472  0.363
H 1.3042 -0.9100 0.2186  0.374

Output
total charge: +1
HOMO: -13.08 eV
HOMO-LUMO gap: 9.26 eV



# 4
# C11H15NO

A molecular structure, C11H15NO (ωB97M-V/def2-TZVPD, OMol25).

Last column: Mulliken charge in e.
Positions of all 28 atoms, in Å:
C 0.5602 3.0515 -0.3154  -0.576
C 1.2135 0.7066 0.3284  0.866
C 2.5882 0.4408 0.6863  -0.745
C 3.0689 -0.9478 0.1921  -0.195
C 2.3243 -1.8089 -0.4451  -0.822
C 1.0446 -1.2998 -0.8381  0.165
C 0.4257 -0.1495 -0.4220  -0.178
C -0.9003 0.1619 -1.2160  -0.150
C -2.1098 0.8206 -0.4214  -0.631
C -1.9618 -0.7327 -0.7685  -0.109
C -1.6558 -1.6834 0.5566  -0.550
H -0.5397 3.6401 0.1980  0.213
H 1.6875 3.6544 -0.4062  0.226
H 0.1992 2.5788 -1.3014  0.238
H 3.2380 1.0833 1.5136  0.268
H 4.0454 -1.3967 0.5420  0.244
H 2.8313 -2.8739 -0.4349  0.232
H 0.2081 -2.1590 -1.0490  0.399
H -1.1766 0.3252 -2.4423  0.200
H -1.5450 1.0381 0.6354  0.277
H -2.8949 1.4291 -0.9359  0.301
H -2.7818 -0.8346 -1.5685  0.333
H -0.2812 -1.7951 0.4682  0.287
H -2.2708 -2.9042 0.3925  0.216
H -0.4157 -0.8387 2.2720  0.240
H -3.4304 -0.9298 2.3500  0.242
N -1.9275 -0.5457 1.7800  -0.604
O 0.4566 1.9693 0.6496  -0.387

Output
HOMO: -8.55 eV
HOMO-LUMO gap: 7.96 eV



# 5
# C3H6N2S

C3H6N2S in the gas phase (ωB97M-V/def2-TZVPD, OMol25).

Last column: Mulliken charge in e.
Positions of all 12 atoms, in Å:
C -0.7495 0.8879 -0.2780  0.141
C 1.0061 -0.0512 0.7061  -0.504
C 1.1661 -0.4951 -0.6715  -0.188
H -1.7667 -1.1924 0.2280  0.311
H -0.0060 1.7101 -0.0716  0.330
H 1.2283 -0.6468 1.5698  0.217
H 1.1250 0.9694 1.1131  0.203
H 1.6189 -1.4896 -0.8069  0.265
H 1.4992 0.2424 -1.5420  0.213
N -1.9951 0.9547 -0.1495  -0.451
N -0.2220 -0.4132 -0.0900  -0.384
S -2.9042 -0.4762 -0.0074  -0.154

Output
HOMO: -8.53 eV
HOMO-LUMO gap: 9.37 eV



# 6
# C27H24Cl5N7NiO6S2

A molecular structure, C27H24Cl5N7NiO6S2 (ωB97M-V/def2-TZVPD, OMol25).

Last column: Mulliken charge in e.
Positions of all 72 atoms, in Å:
Ni 0.2483 -0.7627 -0.8592  0.042
N -3.0352 4.2864 4.1619  -0.659
C -2.5520 3.0078 3.8525  1.163
C -1.2359 2.6558 4.1428  -0.787
C -0.7295 1.4293 3.7329  -0.452
C -1.5350 0.5355 3.0480  -0.486
C -2.8604 0.8621 2.7840  -0.454
C -3.3602 2.0961 3.1664  -0.849
S -0.8579 -1.0152 2.4547  1.267
O -1.6694 -2.0669 2.9900  -0.728
O 0.5427 -0.9491 2.7533  -0.678
N -1.0130 -0.8872 0.8501  -0.187
C -2.0949 -1.2602 0.1398  0.867
N -1.7732 -1.2758 -1.1819  0.333
C -2.7009 -1.6114 -2.0572  -0.286
C -3.9845 -1.9385 -1.6442  -0.875
C -4.2292 -1.8512 -0.2832  -0.400
N -3.3187 -1.4932 0.6140  -0.567
H -2.5529 4.7256 4.9321  0.224
H -4.0336 4.3199 4.3057  0.232
H -0.6032 3.3437 4.6931  0.351
H 0.2957 1.1520 3.9434  0.526
H -3.4885 0.1433 2.2715  0.611
H -4.3917 2.3504 2.9515  0.380
H -2.4048 -1.6367 -3.1000  0.471
H -4.7495 -2.2401 -2.3422  0.400
H -5.2172 -2.0682 0.1095  0.479
Cl 5.2815 3.0121 -4.2119  -0.207
C 4.2686 2.1881 -3.0889  0.455
C 3.1673 1.4621 -3.5309  -0.144
Cl 2.7925 1.3998 -5.2078  -0.198
C 2.3604 0.8031 -2.6172  0.817
Cl 0.9550 -0.0703 -3.1648  -0.178
C 2.6095 0.7964 -1.2257  -1.064
O 1.8752 0.2023 -0.3664  -0.412
C 3.7186 1.5849 -0.8127  0.590
Cl 3.9930 1.6904 0.8845  -0.187
C 4.5272 2.2491 -1.7164  0.168
Cl 5.8609 3.1803 -1.1483  -0.195
O -0.8097 -3.8363 -0.4154  -0.707
C 0.3733 -3.7538 -0.6929  0.689
N 1.0524 -2.6034 -0.9661  0.691
S 2.6262 -2.8582 -1.3524  0.818
O 3.5324 -2.3052 -0.3863  -0.650
O 2.8672 -2.5048 -2.7299  -0.669
C 2.5517 -4.6143 -1.1749  0.423
C 3.5556 -5.5480 -1.3360  -0.628
C 3.2237 -6.8768 -1.1056  -0.536
C 1.9331 -7.2374 -0.7263  -0.507
C 0.9408 -6.2803 -0.5686  -0.540
C 1.2718 -4.9564 -0.8005  -0.370
H 4.5557 -5.2553 -1.6238  0.456
H 3.9779 -7.6448 -1.2173  0.388
H 1.7069 -8.2807 -0.5493  0.387
H -0.0658 -6.5395 -0.2698  0.514
N -0.6029 4.3871 -0.0782  -0.008
C -0.3855 3.4362 1.0786  -1.077
C 0.2048 2.1661 0.4979  -0.569
N -0.6600 1.5649 -0.5023  0.446
C -0.9559 2.4706 -1.5904  -0.864
C -1.5303 3.8015 -1.1081  -0.875
H 0.3067 4.5624 -0.5139  0.394
H -0.9562 5.2837 0.2535  0.376
H -1.3566 3.2807 1.5515  0.322
H 0.2864 3.9249 1.7815  0.410
H 0.4024 1.4461 1.2865  0.335
H 1.1765 2.3839 0.0467  0.131
H -1.4961 1.1932 -0.0621  0.213
H -1.6661 2.0091 -2.2770  0.408
H -0.0349 2.6429 -2.1590  0.386
H -2.4863 3.6629 -0.6020  0.356
H -1.6441 4.5292 -1.9106  0.480

Output
multiplicity: 3
HOMO (alpha / beta): -7.71 / -7.69 eV
⟨S²⟩: 2.00
HOMO-LUMO gap (alpha / beta): 6.60 / 6.57 eV



Molecular weight, record by record: 181.1; 62.0; 189.1; 177.2; 102.2; 842.6 g/mol
Energy above the lowest of the compared OMol25 structures with the same formula, charge and spin, record by record: 97.74; 100.06; 25.10; 401.66; 87.23; 29.90 kcal/mol
E, record by record: -2865.99564; -249.10726; -2901.79436; -557.50575; -625.48297; -6483.71100 a.u.